--- i ---
This record from OMol25 describes 2 unconnected molecules or ions with the total composition C4H12. The level of theory is ωB97M-V/def2-TZVPD.

Structure (XYZ):
```
16
Properties=species:S:1:pos:R:3
C -0.494 1.810 0.979
C 1.008 1.918 0.686
C -0.806 -1.659 -0.319
C 0.269 -2.041 -1.356
H 0.749 -2.998 -1.115
H 1.586 1.350 1.416
H -0.463 -1.995 0.664
H -1.745 -2.166 -0.535
H -0.817 1.450 1.958
H -0.979 1.147 0.266
H -0.164 -2.145 -2.352
H -0.835 -0.583 -0.287
H 1.329 2.960 0.673
H 1.095 -1.329 -1.355
H -1.014 2.759 0.843
H 1.226 1.478 -0.290
```

As for the net charge: -1. The HOMO energy (alpha / beta) comes out at 1.6 / -7.7 eV. As for the multiplicity: 2. The calculation puts the LUMO energy (alpha / beta) at 4.42 / 4.46 eV.


--- ii ---
This record from OMol25 describes 2 unconnected molecules or ions with the total composition C4H12. The level of theory is ωB97M-V/def2-TZVPD.

Structure (XYZ):
```
16
Properties=species:S:1:pos:R:3
C 1.783 -1.097 0.422
C -3.071 0.640 -0.478
C -1.639 0.487 0.048
C 2.887 -0.057 0.061
H 3.847 -0.293 0.619
H -1.411 0.689 1.018
H -3.056 0.149 -1.432
H 3.100 -0.028 -1.063
H 0.938 -0.988 -0.309
H -1.264 -0.559 -0.134
H 1.188 -0.877 1.276
H -3.791 0.111 0.065
H -3.277 1.701 -0.546
H -1.016 1.234 -0.579
H 2.344 -1.966 0.596
H 2.640 0.996 0.171
```

As for the net charge: -1. The HOMO energy (alpha / beta) comes out at 1.5 / -7.6 eV. As for the multiplicity: 2. The calculation puts the LUMO energy (alpha / beta) at 4.24 / 4.31 eV.


Most stable of them? i.


--- i ---
This record from OMol25 describes 2 unconnected molecules or ions with the total composition C4H12. The level of theory is ωB97M-V/def2-TZVPD.

Structure (XYZ):
```
16
Properties=species:S:1:pos:R:3
C 1.099 1.892 -1.311
C -1.621 -0.763 0.470
C 1.644 0.586 -0.714
C -1.073 -1.710 1.548
H -1.488 -1.330 2.474
H 0.811 -0.111 -0.801
H 0.576 2.483 -0.551
H -1.188 -1.087 -0.471
H -1.285 -2.768 1.378
H -2.705 -0.890 0.442
H 0.020 -1.762 1.594
H 0.353 1.752 -2.054
H 1.881 0.635 0.342
H 2.468 0.240 -1.338
H -1.393 0.285 0.652
H 1.900 2.547 -1.661
```

As for the net charge: -1. The HOMO energy (alpha / beta) comes out at 1.6 / -7.9 eV. As for the multiplicity: 2. The calculation puts the LUMO energy (alpha / beta) at 4.36 / 4.59 eV.


--- ii ---
This record from OMol25 describes 2 unconnected molecules or ions with the total composition C4H12. The level of theory is ωB97M-V/def2-TZVPD.

Structure (XYZ):
```
16
Properties=species:S:1:pos:R:3
C -1.428 0.040 -1.159
C 2.039 0.232 0.578
C 0.904 1.078 1.153
C -1.618 -1.286 -0.410
H 0.311 0.286 1.727
H 2.059 0.600 -0.517
H -2.617 -1.445 -0.058
H -1.082 -0.281 -2.193
H 1.953 -0.905 0.283
H 2.933 0.361 1.119
H -1.046 -1.429 0.534
H -2.221 0.868 -1.195
H 1.240 1.988 1.715
H -1.139 -2.171 -1.003
H 0.220 1.455 0.341
H -0.507 0.607 -0.914
```

As for the net charge: -1. The HOMO energy (alpha / beta) comes out at 1.6 / -6.5 eV. As for the multiplicity: 2. The calculation puts the LUMO energy (alpha / beta) at 4.43 / 4.40 eV.


--- iii ---
This record from OMol25 describes 2 unconnected molecules or ions with the total composition C4H12. The level of theory is ωB97M-V/def2-TZVPD.

Structure (XYZ):
```
16
Properties=species:S:1:pos:R:3
C 2.645 1.611 0.354
C -1.868 -1.944 -0.569
C -2.175 -0.879 0.456
C 1.281 1.187 -0.088
H 3.364 0.728 0.214
H -2.976 -1.075 1.091
H 0.930 0.319 0.350
H 1.236 1.022 -1.207
H 3.170 2.355 -0.339
H -2.355 0.025 -0.078
H -1.077 -1.618 -1.226
H 2.878 1.945 1.292
H 0.489 1.972 0.023
H -1.439 -2.915 -0.198
H -2.764 -2.114 -1.179
H -1.338 -0.618 1.105
```

As for the net charge: -1. The HOMO energy (alpha / beta) comes out at 1.5 / -7.6 eV. As for the multiplicity: 2. The calculation puts the LUMO energy (alpha / beta) at 4.25 / 4.49 eV.


Most stable of them? i.


--- i ---
This record from OMol25 describes 2 unconnected molecules or ions with the total composition C4H12. The level of theory is ωB97M-V/def2-TZVPD.

Structure (XYZ):
```
16
Properties=species:S:1:pos:R:3
C -2.640 -0.055 1.096
C -1.337 -0.745 1.448
C 1.547 0.762 -1.780
C 2.399 0.058 -0.741
H 2.950 -0.778 -1.180
H 0.851 1.487 -1.348
H 1.873 -0.429 0.080
H -2.621 0.193 0.040
H -2.824 0.876 1.640
H 0.893 0.112 -2.385
H 3.121 0.751 -0.317
H -0.470 -0.095 1.325
H -1.270 -1.154 2.454
H -1.157 -1.622 0.819
H 2.201 1.319 -2.451
H -3.516 -0.680 1.300
```

As for the net charge: -1. The HOMO energy (alpha / beta) comes out at 1.6 / -7.9 eV. As for the multiplicity: 2. The calculation puts the LUMO energy (alpha / beta) at 4.41 / 4.51 eV.


--- ii ---
This record from OMol25 describes 2 unconnected molecules or ions with the total composition C4H12. The level of theory is ωB97M-V/def2-TZVPD.

Structure (XYZ):
```
16
Properties=species:S:1:pos:R:3
C -1.376 -0.349 1.741
C 0.699 0.616 -2.749
C 1.411 1.248 -1.586
C -0.818 -1.568 2.522
H 1.866 2.229 -1.799
H 0.870 1.371 -0.635
H -0.617 -2.342 1.788
H 1.452 0.312 -3.475
H -2.333 -0.666 1.353
H -1.524 -1.920 3.298
H 0.093 -1.352 3.094
H 2.273 0.677 -1.231
H 0.043 1.315 -3.280
H -1.425 0.570 2.331
H 0.039 -0.167 -2.391
H -0.652 0.027 1.017
```

As for the net charge: -1. The HOMO energy (alpha / beta) comes out at 1.5 / -7.8 eV. As for the multiplicity: 2. The calculation puts the LUMO energy (alpha / beta) at 4.31 / 4.42 eV.


Most stable of them? i.


--- i ---
This record from OMol25 describes 2 unconnected molecules or ions with the total composition C4H12. The level of theory is ωB97M-V/def2-TZVPD.

Structure (XYZ):
```
16
Properties=species:S:1:pos:R:3
C 1.640 0.644 -0.212
C 1.928 1.922 -0.924
C -1.807 -0.712 -0.006
C -1.939 -1.564 1.206
H -1.037 -1.734 1.767
H 0.684 0.071 -0.343
H -1.669 -2.628 1.021
H -1.315 -1.287 -0.801
H 1.841 2.870 -0.366
H -1.170 0.318 -0.126
H 2.376 -0.113 -0.726
H 1.142 2.021 -1.746
H -2.722 -1.422 1.954
H -2.827 -0.727 -0.345
H 1.918 0.550 0.912
H 2.956 1.792 -1.266
```

As for the net charge: -1. The HOMO energy (alpha / beta) comes out at 1.5 / -6.7 eV. As for the multiplicity: 2. The calculation puts the LUMO energy (alpha / beta) at 4.24 / 4.42 eV.


--- ii ---
This record from OMol25 describes 2 unconnected molecules or ions with the total composition C4H12. The level of theory is ωB97M-V/def2-TZVPD.

Structure (XYZ):
```
16
Properties=species:S:1:pos:R:3
C -1.601 -1.478 0.388
C -1.407 -2.186 1.761
C 1.363 2.480 -0.689
C 1.595 1.202 -1.507
H -0.736 -3.104 1.710
H 0.380 2.848 -0.659
H 0.681 0.614 -1.537
H -1.022 -1.591 2.460
H 2.577 0.747 -1.042
H -1.924 -0.479 0.506
H 1.887 2.244 0.330
H 1.993 1.472 -2.445
H 2.084 3.236 -0.894
H -0.820 -1.697 -0.358
H -2.333 -2.523 2.251
H -2.463 -1.875 -0.044
```

As for the net charge: -1. The HOMO energy (alpha / beta) comes out at 1.6 / -7.0 eV. As for the multiplicity: 2. The calculation puts the LUMO energy (alpha / beta) at 4.21 / 4.35 eV.


--- iii ---
This record from OMol25 describes 2 unconnected molecules or ions with the total composition C4H12. The level of theory is ωB97M-V/def2-TZVPD.

Structure (XYZ):
```
16
Properties=species:S:1:pos:R:3
C -1.486 -1.282 1.138
C -1.212 -1.421 -0.339
C 1.523 0.858 0.192
C 1.191 1.816 -0.958
H -0.953 -1.866 1.897
H -2.535 -1.506 1.551
H -2.087 -1.235 -0.976
H -1.394 -0.196 1.405
H 1.782 1.672 -1.910
H 1.196 2.911 -0.835
H 0.222 1.550 -1.372
H 2.546 0.446 0.095
H 0.868 -0.014 0.113
H -0.737 -2.398 -0.550
H 1.594 1.291 1.174
H -0.518 -0.625 -0.627
```

As for the net charge: -1. The HOMO energy (alpha / beta) comes out at 1.5 / -7.5 eV. As for the multiplicity: 2. The calculation puts the LUMO energy (alpha / beta) at 4.26 / 4.37 eV.


Most stable of them? iii.


--- i ---
This record from OMol25 describes 2 unconnected molecules or ions with the total composition H2N2O2S. The level of theory is ωB97M-V/def2-TZVPD.

Structure (XYZ):
```
7
Properties=species:S:1:pos:R:3
S 3.015 -0.016 -0.046
O -1.660 0.946 0.229
O -1.362 -1.018 -0.419
N 1.498 0.215 -0.005
N -2.044 -0.156 0.161
H 1.012 0.841 0.773
H -0.458 -0.810 -0.693
```

The HOMO energy (alpha / beta) comes out at -9.0 / -9.0 eV. As for the multiplicity: 1. Its SMILES is O=NO.N=S. The calculation puts the LUMO energy (alpha / beta) at -1.63 / -1.64 eV.


--- ii ---
This record from OMol25 describes H2N2O2S in the gas phase. The level of theory is ωB97M-V/def2-TZVPD.

Structure (XYZ):
```
7
Properties=species:S:1:pos:R:3
S 2.369 0.072 -0.455
O 3.217 0.074 0.770
O -0.976 1.496 0.118
N 1.138 1.121 -0.124
N 0.060 0.575 -0.016
H 1.506 -1.014 -0.107
H -1.609 0.874 0.414
```

The HOMO energy comes out at -10.1 eV. As for the multiplicity: 1. The calculation puts the LUMO energy at -0.20 eV.


Most stable of them? ii.


--- i ---
This record from OMol25 describes H2N2O2S in the gas phase. The level of theory is ωB97M-V/def2-TZVPD.

Structure (XYZ):
```
7
Properties=species:S:1:pos:R:3
S -2.239 0.108 0.139
O 0.508 -0.923 0.128
O -0.797 0.934 -0.020
N 1.404 1.098 0.221
N 0.519 0.270 0.162
H -1.898 -0.904 -0.766
H 2.325 0.812 0.496
```

The HOMO energy comes out at -9.6 eV. As for the multiplicity: 1. Its SMILES is [H]/N=[N+](\[O-])OS. The calculation puts the LUMO energy at 0.15 eV.


--- ii ---
This record from OMol25 describes 2 unconnected molecules or ions with the total composition H2N2O2S. The level of theory is ωB97M-V/def2-TZVPD.

Structure (XYZ):
```
7
Properties=species:S:1:pos:R:3
S 1.770 1.100 -0.158
O 1.330 2.121 0.755
O 1.405 1.183 -1.528
N -0.453 -0.810 -0.103
N -0.950 -1.743 0.504
H -1.216 -0.042 -0.362
H -1.886 -1.808 0.892
```

The HOMO energy comes out at -9.6 eV. As for the multiplicity: 1. The calculation puts the LUMO energy at -0.74 eV.


--- iii ---
This record from OMol25 describes 2 unconnected molecules or ions with the total composition H2N2O2S. The level of theory is ωB97M-V/def2-TZVPD.

Structure (XYZ):
```
7
Properties=species:S:1:pos:R:3
S -1.955 0.913 -0.758
O -0.291 -0.395 1.870
O 1.523 -1.010 0.866
N -0.175 0.287 -0.684
N 0.486 -0.440 0.973
H 0.105 -0.522 -1.280
H 0.306 1.168 -0.987
```

The HOMO energy (alpha / beta) comes out at -9.1 / -8.7 eV. As for the multiplicity: 1. The calculation puts the LUMO energy (alpha / beta) at -1.37 / -1.77 eV.


Most stable of them? ii.


--- i ---
This record from OMol25 describes 2 unconnected molecules or ions with the total composition C3H2FNOS. The level of theory is ωB97M-V/def2-TZVPD.

Structure (XYZ):
```
9
Properties=species:S:1:pos:R:3
S -0.750 -1.140 -0.467
F -2.940 1.469 -0.061
O -1.076 -2.142 0.523
N -0.102 1.340 0.156
C -1.057 0.576 0.116
C 1.114 0.660 0.057
C 1.007 -0.644 -0.215
H 2.005 1.237 0.236
H 1.799 -1.356 -0.344
```

The HOMO energy (alpha / beta) comes out at -10.8 / -10.8 eV. As for the multiplicity: 1. The calculation puts the LUMO energy (alpha / beta) at -2.16 / -2.16 eV.


--- ii ---
This record from OMol25 describes C3H2FNOS in the gas phase. The level of theory is ωB97M-V/def2-TZVPD.

Structure (XYZ):
```
9
Properties=species:S:1:pos:R:3
S -1.293 -0.687 0.030
F -1.186 1.313 -2.088
O -2.348 -0.224 0.936
N 0.840 0.765 -0.871
C -0.436 0.633 -0.975
C 1.254 0.137 0.248
C 0.381 -0.741 0.750
H 2.278 0.143 0.426
H 0.511 -1.339 1.545
```

The HOMO energy comes out at -10.3 eV. As for the multiplicity: 1. The calculation puts the LUMO energy at -1.28 eV.


Most stable of them? ii.